The following is a quantum chemistry calculation of a structure of composition C18H51Li2O13, from the Open Molecules 2025 dataset.

The value obtained for the highest occupied orbital energy is -11.7 eV. The energy above the lowest of the compared OMol25 structures with the same formula, charge and spin is 8.3 kcal per mole. The lowest unoccupied orbital energy is -4.31 eV. Its HOMO-LUMO gap is 7.4 eV. The calculation puts the max |F| at 3.50 eV/A. The calculation puts the total energy at -46510.58579 eV.

```
! RIJCOSX wB97M-V def2-TZVPD def2/J DEFGRID3
* xyz 1 1
Li -2.806 1.205 3.462
Li -3.396 -0.916 1.605
C -0.281 -0.285 0.016
C -0.801 0.847 0.924
O -1.739 0.351 1.882
H -1.076 -0.954 -0.313
H 0.305 -1.133 0.371
H 0.253 0.145 -0.831
H -1.235 1.666 0.349
H 0.041 1.312 1.437
C 3.589 -4.757 1.046
C 3.635 -4.574 -0.514
C 3.283 -3.107 -0.973
O 4.913 -5.003 -0.959
H 4.409 -4.192 1.488
H 3.780 -5.775 1.386
H 2.635 -4.404 1.437
H 2.971 -5.321 -0.949
H 3.785 -2.342 -0.380
H 2.244 -2.958 -0.680
H 3.270 -3.054 -2.062
H 5.037 -4.594 -1.819
C 2.103 3.609 -3.071
C 0.797 3.634 -2.169
C 0.146 5.041 -2.045
O -0.019 2.773 -2.906
H 1.800 3.527 -4.114
H 2.606 2.735 -2.656
H 2.717 4.481 -2.845
H 1.074 3.398 -1.142
H -0.796 5.114 -1.501
H -0.131 5.544 -2.972
H 0.838 5.712 -1.536
H -0.579 2.317 -2.274
C 0.738 -1.616 5.728
C -0.039 -1.045 4.548
O 0.709 -0.104 3.898
O 0.551 -0.651 6.760
H 1.733 -1.753 5.305
H 0.420 -2.621 6.005
H -0.912 -0.477 4.873
H -0.215 -1.845 3.829
H 0.253 0.004 3.060
H -0.055 -1.142 7.320
C -3.118 2.126 -2.204
C -4.530 1.804 -1.668
O -4.466 1.909 -0.273
O -3.018 2.219 -3.579
H -2.290 1.489 -1.892
H -2.852 3.140 -1.908
H -4.843 0.817 -2.006
H -5.271 2.433 -2.162
H -4.267 2.798 0.030
H -2.480 2.966 -3.852
C -0.155 -2.251 -2.892
C 1.162 -2.270 -3.733
O 1.005 -2.267 -5.158
O -0.882 -3.511 -3.220
H -0.788 -1.363 -2.874
H 0.101 -2.336 -1.836
H 1.734 -3.173 -3.515
H 1.845 -1.509 -3.355
H 1.855 -2.214 -5.601
H -1.211 -3.512 -4.122
C -3.675 -2.342 -0.775
C -3.111 -3.381 0.193
O -2.638 -2.758 1.343
O -4.559 -1.488 -0.096
H -4.157 -2.860 -1.605
H -2.796 -1.804 -1.129
H -2.377 -4.089 -0.190
H -3.989 -4.011 0.338
H -2.112 -3.333 1.903
H -5.426 -1.353 -0.486
C 2.887 4.363 3.067
C 1.482 4.502 2.516
O 0.586 3.706 3.334
O 3.222 2.937 3.271
H 2.973 4.800 4.062
H 3.592 4.867 2.406
H 1.207 4.204 1.505
H 1.386 5.575 2.678
H -0.301 3.733 2.966
H 3.717 2.645 2.502
*
```

Table of Löwdin atomic charges, one value per atom, all in e:
1. Li 0.8217
2. Li 0.7208
3. C -0.0813
4. C -0.3999
5. O -0.5109
6. H 0.0302
7. H 0.0723
8. H 0.0737
9. H 0.0808
10. H 0.0884
11. C -0.0487
12. C -0.4540
13. C -0.0372
14. O -0.0538
15. H 0.0761
16. H 0.0740
17. H 0.0642
18. H 0.1241
19. H 0.0855
20. H 0.0522
21. H 0.0519
22. H 0.0795
23. C -0.0266
24. C -0.4695
25. C -0.0612
26. O -0.0529
27. H 0.0838
28. H 0.0706
29. H 0.0726
30. H 0.1173
31. H 0.0586
32. H 0.0779
33. H 0.0722
34. H 0.0452
35. C -0.2200
36. C -0.3047
37. O -0.0412
38. O -0.0439
39. H 0.1272
40. H 0.1182
41. H 0.1014
42. H 0.1143
43. H 0.0389
44. H 0.0828
45. C -0.2710
46. C -0.2207
47. O -0.0709
48. O -0.0462
49. H 0.0988
50. H 0.1180
51. H 0.1142
52. H 0.1268
53. H 0.0909
54. H 0.0904
55. C -0.1691
56. C -0.2357
57. O -0.0578
58. O -0.0919
59. H 0.1023
60. H 0.0790
61. H 0.0974
62. H 0.1069
63. H 0.0877
64. H 0.0757
65. C -0.2211
66. C -0.2322
67. O -0.1045
68. O -0.0881
69. H 0.1443
70. H 0.1007
71. H 0.1397
72. H 0.1231
73. H 0.1163
74. H 0.1139
75. C -0.1963
76. C -0.2241
77. O -0.0811
78. O -0.0747
79. H 0.1224
80. H 0.1186
81. H 0.1052
82. H 0.1107
83. H 0.0610
84. H 0.0706